one | The ion C3H6NO2 with charge +1, computed with ωB97M-V/def2-TZVPD.

Its SMILES is [NH3+]/C=C1\O[C@H]1O. Its spin multiplicity is 1. As for the HOMO energy: -0.5310 Eh. The value obtained for the frontier orbital gap is 10.63 eV. For the molecular weight, the calculation gives 88.09 g mol⁻¹. The total charge is +1. Its LUMO energy is -3.8 eV.

Positions of all 12 atoms, in Å:
N: -1.907 0.151 0.332
C: -0.930 -0.388 -0.639
C: 0.307 0.033 -0.446
O: 0.748 0.906 0.492
C: 1.761 0.221 -0.257
O: 2.330 -0.796 0.276
H: -1.921 1.225 0.407
H: -1.643 -0.225 1.212
H: -2.933 -0.204 0.121
H: -1.293 -1.125 -1.365
H: 2.333 0.874 -0.929
H: 3.149 -0.671 0.797

=====

two | The ion C3H6NO2 with charge +1, computed with ωB97M-V/def2-TZVPD.

Its SMILES is O=C1C[NH2+]CO1. Its spin multiplicity is 1. As for the HOMO energy: -0.5728 Eh. The value obtained for the frontier orbital gap is 11.47 eV. For the molecular weight, the calculation gives 88.09 g mol⁻¹. The total charge is +1. Its LUMO energy is -4.1 eV.

Positions of all 12 atoms, in Å:
O: -3.187 -0.452 0.051
C: -2.057 -0.083 -0.079
C: -0.724 -1.016 0.057
N: 0.356 -0.045 -0.310
C: -0.177 1.275 0.172
O: -1.588 1.171 -0.111
H: -0.507 -1.182 1.135
H: -0.876 -1.967 -0.637
H: 1.243 -0.161 0.026
H: 0.572 0.035 -1.277
H: -0.237 1.304 1.323
H: 0.342 2.084 -0.365

=====

three | The ion C3H6NO2 with charge +1, computed with ωB97M-V/def2-TZVPD.

Its SMILES is C[C@@H](O)C#[N+]O. Its spin multiplicity is 1. As for the HOMO energy: -0.5892 Eh. The value obtained for the frontier orbital gap is 11.05 eV. For the molecular weight, the calculation gives 88.09 g mol⁻¹. The total charge is +1. Its LUMO energy is -5.0 eV.

Positions of all 12 atoms, in Å:
C: 0.843 -0.746 -0.210
C: 0.207 0.606 0.325
O: 1.102 1.791 -0.006
C: -1.176 0.441 0.218
N: -2.304 0.326 -0.052
O: -3.519 0.106 -0.118
H: 0.046 -1.496 -0.405
H: 1.425 -1.126 0.546
H: 1.417 -0.532 -1.091
H: 0.392 0.395 1.330
H: 1.207 1.709 -0.999
H: -4.085 0.246 0.721

=====

four | The ion C3H6NO2 with charge +1, computed with ωB97M-V/def2-TZVPD.

Its spin multiplicity is 1. As for the HOMO energy: -0.5789 Eh. The value obtained for the frontier orbital gap is 8.64 eV. For the molecular weight, the calculation gives 88.09 g mol⁻¹. The total charge is +1. Its LUMO energy is -7.1 eV.

Positions of all 12 atoms, in Å:
C: 2.022 0.493 0.303
C: 0.501 0.782 -0.338
C: -1.847 -0.558 0.624
N: -0.200 1.216 0.726
O: 2.292 -0.612 0.581
O: -1.242 0.685 1.074
H: 2.485 1.390 0.465
H: 0.607 1.552 -1.136
H: 0.194 -0.183 -0.680
H: -1.370 -1.475 1.175
H: -1.642 -0.822 -0.478
H: -2.814 -0.560 0.998

=====

Stability summary: most stable two, least stable four.

=====

one | A cluster of 3 separate species, C4H14N3 in total, computed with ωB97M-V/def2-TZVPD.

Its spin multiplicity is 1. As for the HOMO energy: -0.5284 Eh. The value obtained for the frontier orbital gap is 9.45 eV. For the molecular weight, the calculation gives 104.18 g mol⁻¹. The total charge is +1. Its LUMO energy is -4.9 eV.

Positions of all 21 atoms, in Å:
C: 0.424 1.333 -1.891
C: -1.212 -0.506 -1.438
C: 2.370 -0.406 -0.195
C: 0.134 0.062 -1.107
N: -1.318 -0.011 2.626
N: 0.980 -0.438 -0.288
N: 0.017 -1.989 0.466
H: 0.373 1.187 -3.045
H: 1.343 2.033 -1.706
H: -0.431 2.006 -1.759
H: -1.958 -0.495 -0.592
H: -1.619 -0.015 -2.239
H: -1.172 -1.562 -1.616
H: 2.808 -1.176 -0.846
H: 2.715 0.664 -0.419
H: 2.664 -0.590 0.817
H: -1.390 -0.724 3.316
H: -2.169 -0.052 2.144
H: -0.383 -1.344 1.230
H: 0.941 -2.210 0.974
H: -1.332 0.832 3.121

=====

two | A cluster of 2 separate species, C4H14N3 in total, computed with ωB97M-V/def2-TZVPD.

Its spin multiplicity is 1. As for the HOMO energy: -0.5481 Eh. The value obtained for the frontier orbital gap is 11.80 eV. For the molecular weight, the calculation gives 104.18 g mol⁻¹. The total charge is +1. Its LUMO energy is -3.1 eV.

Positions of all 21 atoms, in Å:
C: -2.553 1.455 -0.643
C: -1.543 2.179 0.276
H: -3.302 0.850 -0.127
H: -3.113 2.133 -1.284
H: -2.065 0.750 -1.324
H: -2.030 3.094 0.593
H: -1.355 1.562 1.158
H: -0.607 2.216 -0.276
C: 1.921 0.601 -0.056
C: 1.107 -1.717 0.383
N: 1.095 -0.423 0.609
N: 2.021 -2.246 -0.472
N: 0.090 -2.505 0.721
H: 0.254 -0.059 1.056
H: 2.576 -1.584 -1.004
H: 1.817 -3.119 -0.881
H: -0.527 -2.192 1.450
H: -0.098 -3.453 0.484
H: 1.982 1.507 0.531
H: 1.416 0.772 -1.008
H: 2.915 0.178 -0.186

=====

Stability summary: most stable two, least stable one.

=====

one | A cluster of 2 separate species, C4H14N3 in total, computed with ωB97M-V/def2-TZVPD.

Its spin multiplicity is 1. As for the HOMO energy: -0.5300 Eh. The value obtained for the frontier orbital gap is 11.32 eV. For the molecular weight, the calculation gives 104.18 g mol⁻¹. The total charge is +1. Its LUMO energy is -3.1 eV.

Positions of all 21 atoms, in Å:
C: 2.911 -0.292 1.226
C: 2.061 0.955 1.459
H: 2.843 -0.869 2.138
H: 2.547 -0.865 0.365
H: 3.940 -0.145 0.909
H: 2.261 1.360 2.513
H: 2.299 1.621 0.628
H: 0.986 0.800 1.608
C: -1.096 -1.265 0.468
C: -1.619 0.206 -1.400
N: -0.769 -0.206 -0.463
N: -2.936 -0.033 -1.197
N: -1.261 0.869 -2.512
H: 0.224 0.009 -0.548
H: -3.155 -0.452 -0.300
H: -3.696 0.392 -1.701
H: -0.348 1.297 -2.516
H: -1.949 1.267 -3.127
H: -2.052 -1.445 0.909
H: -0.582 -1.003 1.428
H: -0.609 -2.202 0.110

=====

two | A cluster of 2 separate species, C4H14N3 in total, computed with ωB97M-V/def2-TZVPD.

Its spin multiplicity is 1. As for the HOMO energy: -0.5447 Eh. The value obtained for the frontier orbital gap is 11.78 eV. For the molecular weight, the calculation gives 104.18 g mol⁻¹. The total charge is +1. Its LUMO energy is -3.0 eV.

Positions of all 21 atoms, in Å:
C: -2.020 -0.041 1.107
C: -2.704 1.331 1.171
H: -2.089 -0.485 0.111
H: -1.012 0.121 1.494
H: -2.529 -0.708 1.801
H: -3.757 1.306 0.886
H: -2.219 2.106 0.573
H: -2.690 1.704 2.192
C: 2.284 -1.827 0.043
C: 1.217 0.132 -0.983
N: 2.199 -0.409 -0.270
N: 0.254 -0.573 -1.553
N: 1.146 1.459 -1.089
H: 3.037 0.148 -0.176
H: 0.201 -1.578 -1.694
H: -0.601 -0.070 -1.737
H: 1.776 2.052 -0.577
H: 0.639 1.904 -1.836
H: 2.594 -1.940 1.078
H: 2.989 -2.388 -0.552
H: 1.285 -2.244 0.012

=====

Stability summary: most stable two, least stable one.

=====

one | A cluster of 2 separate species, C4H14N3 in total, computed with ωB97M-V/def2-TZVPD.

Its spin multiplicity is 1. As for the HOMO energy: -0.5489 Eh. The value obtained for the frontier orbital gap is 11.60 eV. For the molecular weight, the calculation gives 104.18 g mol⁻¹. The total charge is +1. Its LUMO energy is -3.3 eV.

Positions of all 21 atoms, in Å:
C: -1.515 -1.053 -1.655
C: -1.764 -1.727 -0.222
H: -0.985 -1.679 -2.383
H: -2.417 -0.921 -2.183
H: -1.004 -0.037 -1.684
H: -1.135 -1.305 0.550
H: -1.456 -2.716 -0.208
H: -2.893 -1.737 -0.044
C: -0.337 1.901 0.218
C: 1.523 0.522 0.682
N: 2.366 -0.490 0.268
N: 0.520 0.804 -0.139
N: 1.675 0.901 1.988
H: 2.211 -0.889 -0.669
H: 2.814 -0.976 0.884
H: 0.728 0.851 -1.174
H: 1.015 1.508 2.386
H: 2.195 0.229 2.574
H: -0.769 2.405 -0.794
H: 0.320 2.818 0.605
H: -1.092 1.591 1.000

=====

two | A cluster of 2 separate species, C4H14N3 in total, computed with ωB97M-V/def2-TZVPD.

Its spin multiplicity is 1. As for the HOMO energy: -0.4617 Eh. The value obtained for the frontier orbital gap is 9.04 eV. For the molecular weight, the calculation gives 104.18 g mol⁻¹. The total charge is +1. Its LUMO energy is -3.5 eV.

Positions of all 21 atoms, in Å:
N: -0.598 2.304 -1.047
C: -1.122 1.659 -2.052
N: -1.470 0.400 -2.015
H: -0.437 1.880 -0.140
H: -0.257 3.242 -1.189
H: -1.292 2.196 -2.975
H: -1.890 -0.031 -2.824
H: -1.237 -0.183 -1.219
C: 1.128 -1.597 1.138
C: 0.168 -0.482 0.728
C: -0.001 0.624 1.773
N: 1.177 -2.595 0.078
H: 0.728 -2.068 2.034
H: 2.097 -1.160 1.390
H: -0.786 -0.977 0.508
H: 0.549 -0.071 -0.219
H: 0.688 1.454 1.607
H: 0.229 0.259 2.770
H: -1.006 1.045 1.773
H: 1.413 -3.505 0.463
H: 1.919 -2.394 -0.582

=====

three | A cluster of 2 separate species, C4H14N3 in total, computed with ωB97M-V/def2-TZVPD.

Its spin multiplicity is 1. As for the HOMO energy: -0.4555 Eh. The value obtained for the frontier orbital gap is 8.50 eV. For the molecular weight, the calculation gives 104.18 g mol⁻¹. The total charge is +1. Its LUMO energy is -3.9 eV.

Positions of all 21 atoms, in Å:
N: -1.926 -0.112 -0.758
C: -2.261 -0.965 -1.685
N: -1.431 -1.392 -2.601
H: -0.945 0.056 -0.549
H: -2.512 0.213 0.000
H: -3.282 -1.327 -1.721
H: -1.743 -2.024 -3.319
H: -0.447 -1.223 -2.470
C: 0.807 0.991 2.802
C: 0.874 1.013 1.292
N: 1.464 -0.183 0.698
C: 1.651 -0.051 -0.729
H: 0.509 1.952 3.215
H: 1.737 0.699 3.282
H: 0.059 0.266 3.139
H: 1.510 1.844 0.973
H: -0.118 1.234 0.859
H: 0.927 -1.004 0.959
H: 1.911 -0.997 -1.203
H: 0.762 0.353 -1.258
H: 2.453 0.656 -0.926

=====

Stability summary: most stable two, least stable one.